Entry from the OMol25 dataset: a 14-piece molecular cluster, C42H112O14 overall in a non-equilibrium geometry (wB97M-V/def2-TZVPD).

- HOMO: -9.52 eV
- LUMO level: 0.3 eV
- Total charge: 0

Last column: Löwdin charge in e.
Positions of all 168 atoms, in Å:
C -2.11073 -6.17795 1.53998  -0.0644
C -1.10909 -5.86905 0.47100  -0.4456
C -1.45842 -4.56934 -0.23581  -0.0472
O 0.16901 -5.70803 1.18724  -0.0814
H -1.89738 -7.15602 1.98650  0.0852
H -3.11056 -6.30537 1.10927  0.0864
H -2.07816 -5.45206 2.34836  0.0812
H -0.98217 -6.73057 -0.19099  0.1329
H -1.82629 -3.85440 0.50134  0.0692
H -2.30091 -4.73889 -0.91120  0.0767
H -0.60997 -4.17523 -0.79269  0.0695
H 0.67708 -5.05145 0.70017  0.0102
C 3.31827 -4.46038 1.43219  -0.0332
C 2.82000 -3.58217 0.30618  -0.4506
C 2.46495 -4.33849 -0.97098  -0.0505
O 1.65855 -2.85142 0.79212  -0.0886
H 2.59199 -5.22491 1.70860  0.0773
H 3.55384 -3.87001 2.31192  0.0632
H 4.23480 -4.93124 1.06883  0.0901
H 3.58710 -2.82042 0.09132  0.1372
H 1.79047 -5.17411 -0.78626  0.0722
H 3.40373 -4.68468 -1.41347  0.0808
H 1.99527 -3.70732 -1.72778  0.0648
H 1.39909 -2.12879 0.18679  0.0532
C -3.25595 1.75479 2.84909  -0.0455
C -4.69585 1.86926 3.30592  -0.4447
C -4.79466 2.48140 4.68789  -0.0529
O -5.38608 2.72239 2.34611  -0.0769
H -3.21833 1.36057 1.83002  0.0750
H -2.65639 1.15188 3.52463  0.0656
H -2.79659 2.74979 2.82048  0.0846
H -5.19496 0.89595 3.34032  0.1383
H -4.54096 3.54130 4.65889  0.0892
H -4.08875 2.01527 5.37613  0.0726
H -5.81017 2.37670 5.07518  0.0779
H -6.28416 2.39603 2.24165  0.0985
C 1.19998 2.79403 -3.44147  -0.0394
C 2.19978 1.62961 -3.52207  -0.4472
C 3.25682 1.86742 -4.58636  -0.0556
O 2.82589 1.38484 -2.22362  -0.0880
H 1.60510 3.64339 -4.01214  0.0768
H 1.05162 3.13675 -2.42124  0.0619
H 0.26349 2.59118 -3.96078  0.0719
H 1.66884 0.70571 -3.73822  0.1178
H 2.79233 1.89930 -5.57745  0.0868
H 4.01671 1.08933 -4.59568  0.0770
H 3.72058 2.84540 -4.42240  0.0800
H 3.40091 2.14975 -2.05582  0.0492
C -2.03489 -4.29646 -4.58011  -0.0488
C -1.52208 -5.63303 -5.10708  -0.4957
C -0.91045 -6.50217 -4.02924  -0.0594
O -2.49655 -6.31359 -5.90460  -0.0474
H -2.40164 -4.39460 -3.55481  0.0734
H -2.75349 -3.87519 -5.26710  0.0606
H -1.16758 -3.63374 -4.47990  0.0622
H -0.72176 -5.45309 -5.83729  0.1334
H -0.46540 -7.40978 -4.43707  0.0800
H -1.71026 -6.88407 -3.37295  0.0830
H -0.20099 -5.93415 -3.43162  0.0698
H -3.27813 -6.45053 -5.35288  0.0891
C 0.23837 4.88516 2.06007  -0.0560
C -0.62256 5.90358 1.31824  -0.4565
C -0.93725 5.44334 -0.11451  -0.0326
O -1.82524 6.11799 2.06909  -0.0679
H 0.53941 5.23851 3.04691  0.0797
H 1.18074 4.78229 1.50079  0.0416
H -0.23520 3.91091 2.12524  0.0592
H -0.12371 6.87181 1.37465  0.1314
H -0.82719 4.36895 -0.27367  0.0729
H -0.25884 5.93368 -0.81777  0.0733
H -1.96645 5.72926 -0.31501  0.0562
H -2.53586 5.55077 1.72885  0.0369
C -3.52441 -1.14637 -5.17876  -0.0650
C -2.41791 -0.35386 -5.85439  -0.4649
C -1.18758 -1.17897 -6.09217  -0.0779
O -2.88462 0.01399 -7.18872  -0.0618
H -3.17493 -1.55005 -4.21730  0.0743
H -3.78807 -2.01975 -5.77527  0.0739
H -4.42085 -0.56216 -4.98977  0.0748
H -2.15892 0.52819 -5.25664  0.1332
H -1.36140 -2.11726 -6.61850  0.0873
H -0.71085 -1.44636 -5.14449  0.0541
H -0.45486 -0.60638 -6.66338  0.0867
H -3.52512 0.72844 -7.10465  0.0819
C 2.91278 5.33367 -0.59652  -0.0628
C 4.15655 4.55513 -0.25233  -0.4419
C 3.93359 3.63445 0.92431  -0.0605
O 4.46593 3.74279 -1.43170  -0.0749
H 2.62332 6.08869 0.13045  0.0849
H 2.06902 4.62920 -0.66816  0.0665
H 2.99238 5.72716 -1.61041  0.0859
H 4.99746 5.22186 -0.03893  0.1400
H 3.43417 2.71691 0.60792  0.0735
H 3.35306 4.12589 1.71195  0.0759
H 4.84317 3.29587 1.43274  0.0753
H 5.41533 3.73224 -1.58058  0.0970
C 3.90345 -2.91269 -3.70806  -0.0563
C 2.90360 -3.55433 -4.66187  -0.4801
C 1.78893 -2.64483 -5.15515  -0.0631
O 3.62824 -3.97596 -5.83283  -0.0542
H 3.45989 -2.35467 -2.88283  0.0638
H 4.52862 -2.21943 -4.27201  0.0835
H 4.53061 -3.71325 -3.31319  0.0747
H 2.42276 -4.43552 -4.22235  0.1264
H 1.24259 -2.21439 -4.31108  0.0650
H 1.11398 -3.21500 -5.79530  0.0733
H 2.14799 -1.79921 -5.74661  0.0866
H 3.87709 -4.89852 -5.73312  0.0861
C 3.83679 1.29176 3.83011  -0.0598
C 4.00127 -0.18499 4.09381  -0.4610
C 4.26129 -1.05334 2.88374  -0.0499
O 5.19976 -0.34160 4.92428  -0.0699
H 4.75902 1.70105 3.42951  0.0782
H 3.54911 1.78437 4.77295  0.0781
H 2.99754 1.62357 3.20458  0.0661
H 3.20363 -0.66132 4.67609  0.1162
H 3.42444 -1.03213 2.18854  0.0699
H 4.50839 -2.06869 3.20070  0.0747
H 5.18764 -0.74453 2.38428  0.0898
H 5.02792 0.10842 5.75801  0.0788
C -1.30203 -0.65256 -0.47106  -0.0342
C 0.02902 0.09115 -0.59834  -0.4534
C 0.52629 0.57104 0.73181  -0.0403
O 0.96574 -0.81219 -1.24230  -0.0807
H -1.34138 -1.23329 0.45674  0.0609
H -1.48050 -1.28587 -1.33521  0.0745
H -2.11155 0.08041 -0.38331  0.0754
H -0.15518 0.94239 -1.27036  0.1310
H 1.45397 1.14113 0.64783  0.0709
H 0.69120 -0.25718 1.43258  0.0692
H -0.21198 1.22550 1.20468  0.0755
H 1.70361 -0.28786 -1.61115  0.0654
C -1.02997 -2.07304 3.38195  -0.0490
C 0.36497 -2.47139 3.80754  -0.4778
C 0.70701 -2.02582 5.22597  -0.0513
O 0.54809 -3.90180 3.76048  -0.0574
H -1.10017 -0.99782 3.21632  0.0622
H -1.77705 -2.37197 4.12757  0.0863
H -1.35538 -2.58609 2.46879  0.0582
H 1.11249 -2.08278 3.09986  0.1066
H 0.91380 -0.95080 5.27662  0.0527
H 1.59417 -2.55032 5.58181  0.0816
H -0.11366 -2.21515 5.92320  0.0800
H 0.47710 -4.17343 2.83399  0.0435
C -4.67294 3.96143 -1.06384  -0.0511
C -4.74671 5.21012 -0.19495  -0.4851
C -6.16938 5.76072 -0.11431  -0.0534
O -4.24884 4.97154 1.12187  -0.0863
H -5.44193 3.24147 -0.76200  0.0752
H -3.72205 3.43211 -1.00314  0.0717
H -4.88664 4.25050 -2.09736  0.0821
H -4.13341 6.01757 -0.60172  0.1264
H -6.47124 6.24193 -1.04182  0.0790
H -6.22129 6.43266 0.74277  0.0835
H -6.88625 4.96163 0.11583  0.0775
H -4.80506 4.27259 1.51815  0.0598
C 0.20343 2.30896 4.74175  -0.0545
C -0.72375 2.21080 5.94506  -0.4996
C 0.14009 2.25816 7.21315  -0.0580
O -1.65762 3.27032 5.96410  -0.0466
H -0.33692 2.23197 3.79969  0.0527
H 0.89403 1.46007 4.73909  0.0593
H 0.74412 3.24335 4.88353  0.0839
H -1.27748 1.26659 5.95236  0.1322
H -0.44385 2.24512 8.13261  0.0809
H 0.73226 3.18143 7.18833  0.0831
H 0.84681 1.42605 7.23305  0.0765
H -1.33841 3.99687 6.50504  0.0884

Entry from the OMol25 dataset: ArH18O9 as an isolated structure (wB97M-V/def2-TZVPD).

- HOMO: -9.69 eV
- LUMO level: -0.2 eV
- Total charge: 0

Last column: Löwdin charge in e.
Positions of all 28 atoms, in Å:
Ar -0.05914 -0.31602 0.99454  0.1084
O 4.18449 -0.32135 0.42311  -0.0354
H 4.91379 -0.89625 0.65515  0.0620
H 3.70515 -0.19909 1.24258  0.0070
O 0.63243 -1.85888 -2.86414  -0.0808
H -0.09231 -1.31473 -3.17217  -0.0375
H 1.14153 -1.28114 -2.29559  -0.0331
O -3.40166 -1.46045 1.28163  -0.0503
H -3.61593 -0.57429 1.57327  0.0387
H -3.36834 -1.39748 0.32709  0.0472
O -2.02462 3.26548 0.98039  -0.0593
H -1.44321 2.85477 0.34046  -0.0238
H -2.42123 2.53169 1.44996  0.0211
O -1.27511 2.26789 -1.59538  -0.0358
H -0.32172 2.34696 -1.56340  0.0582
H -1.56281 3.03302 -2.09342  0.0731
O 2.43879 0.00177 -1.59678  -0.0582
H 1.98658 0.81431 -1.36980  0.0234
H 3.02295 -0.16262 -0.85654  -0.0215
O -1.96772 -3.46019 2.98070  -0.0644
H -2.51171 -2.80688 2.54082  -0.0241
H -2.59370 -4.05392 3.39526  0.0268
O -1.37724 -0.09422 -3.36630  -0.0404
H -1.33615 0.54428 -2.65436  0.0010
H -1.83296 0.36321 -4.07291  0.0551
O 3.11209 0.96960 2.80554  -0.0433
H 2.28498 0.63187 3.14914  0.0368
H 3.78279 0.57253 3.36118  0.0491

Entry from the OMol25 dataset: C33H27F3N5O4PbSb as an isolated structure (wB97M-V/def2-TZVPD).

- HOMO: -8.73 eV
- LUMO level: -0.1 eV
- Total charge: 0

Last column: Löwdin charge in e.
Positions of all 74 atoms, in Å:
Pb 0.02427 0.41118 -0.82853  1.2968
C -1.67568 3.03713 -3.87738  -0.0259
C -1.29011 4.08092 -2.87382  -0.3243
C -1.03148 5.39148 -3.27063  -0.0229
C -0.62359 6.31530 -2.32848  -0.0647
C -0.48200 5.90942 -1.00918  -0.1353
C -0.76697 4.58817 -0.69429  -0.4573
N -1.17143 3.70566 -1.59782  0.0670
Sb -0.54221 3.99216 1.38225  1.5163
C 1.32920 2.84822 1.29597  -0.4045
C 2.29497 3.49997 2.05436  -0.1547
C 3.57252 2.98095 2.16012  -0.0494
C 3.84843 1.80313 1.50577  -0.0155
C 2.85365 1.18241 0.75861  -0.3082
C 3.16756 -0.09053 0.04778  -0.0407
N 1.61243 1.69542 0.64961  -0.0292
C -2.12069 2.51665 1.66224  -0.4576
C -2.72772 2.53345 2.91270  -0.1397
C -3.83103 1.72354 3.13102  -0.0606
C -4.30996 0.95682 2.08397  -0.0246
C -3.64495 0.98386 0.86311  -0.3359
C -4.11621 0.15301 -0.29316  -0.0288
N -2.56288 1.74608 0.67556  0.0423
H -2.25101 3.47022 -4.69470  0.0779
H -2.25159 2.24296 -3.40560  0.0704
H -0.76690 2.59831 -4.29863  0.0860
H -1.14438 5.67279 -4.30929  0.1143
H -0.41780 7.33888 -2.61432  0.1081
H -0.15341 6.59763 -0.24095  0.0823
H 2.03622 4.42248 2.55751  0.0660
H 4.33102 3.48473 2.74509  0.1140
H 4.82589 1.34547 1.56220  0.1164
H 4.15449 -0.45519 0.32241  0.0901
H 3.14571 0.09798 -1.02528  0.0693
H 2.42052 -0.85200 0.27741  0.0397
H -2.34013 3.16924 3.69853  0.0800
H -4.31843 1.69577 4.09714  0.1093
H -5.18931 0.33951 2.21037  0.1114
H -5.02551 -0.38638 -0.03548  0.0751
H -3.34668 -0.57452 -0.56077  0.0684
H -4.31047 0.78376 -1.16205  0.0843
C 1.10688 -3.71458 -1.42327  0.0091
C 1.59684 -2.64909 -2.33585  -0.3396
N 1.33566 -1.35177 -2.29075  0.0538
C 1.99969 -0.77872 -3.35223  -0.1392
C 2.66263 -1.75035 -4.04886  -0.0760
N 2.39929 -2.91887 -3.38533  0.1827
C 3.49455 -1.78469 -5.27531  -0.5048
O 3.61701 -0.65625 -5.91660  0.1303
O 4.00435 -2.83318 -5.61409  0.0832
C 2.03675 0.71293 -3.58050  -0.5926
O 2.43658 1.09383 -4.70562  0.0366
O 1.68096 1.43737 -2.62253  -0.1454
H 0.60816 -3.26561 -0.57116  0.0407
H 1.94565 -4.31766 -1.07192  0.0915
H 0.40995 -4.37393 -1.94517  0.0899
H 2.78021 -3.80428 -3.68124  0.1729
H 3.11891 0.09331 -5.42370  0.0227
F -1.34184 -6.17029 6.39312  0.1329
C -1.37138 -6.46253 5.08010  -0.5778
F -2.56840 -7.03001 4.82221  0.1332
F -0.43908 -7.42022 4.86866  0.1354
C -1.12291 -5.26357 4.22081  -0.1299
C -0.55165 -4.11553 4.74981  -0.0055
C -0.27286 -3.04204 3.92346  -0.0159
C -0.55337 -3.10493 2.55634  -0.2511
C -1.15095 -4.26264 2.04313  -0.0195
C -1.43230 -5.33455 2.86759  -0.0074
C -0.23364 -2.01962 1.68282  -0.1594
C 0.04759 -1.12198 0.90816  -0.2333
H -0.32874 -4.06458 5.80684  0.1205
H 0.17104 -2.14205 4.32703  0.1181
H -1.39351 -4.31178 0.98976  0.1138
H -1.89644 -6.22816 2.47096  0.1246

Entry from the OMol25 dataset: a 2-piece molecular cluster, CH5N2 overall in a non-equilibrium geometry (wB97M-V/def2-TZVPD).

- HOMO (alpha / beta): -13.74 / -13.07 eV
- LUMO level (alpha / beta): -8.0 / -9.1 eV
- Total charge: +1

Last column: Löwdin charge in e.
Positions of all 8 atoms, in Å:
C -0.90849 0.27377 -0.00311  0.1064
N -1.26320 0.95093 0.95923  0.0712
N 1.88484 -0.84463 -0.97605  0.2803
H -1.29698 -0.14849 -0.99550  0.1146
H -2.23001 1.35953 1.18582  0.1849
H -0.67334 1.14564 1.86150  0.1965
H 2.85408 -0.48248 -1.00667  0.0546
H 1.80288 -1.50518 -0.24977  -0.0086

Entry from the OMol25 dataset: a 2-piece molecular cluster, C5H14 overall in a non-equilibrium geometry (wB97M-V/def2-TZVPD).

- HOMO: -10.61 eV
- LUMO level: 1.2 eV
- SMILES: CCC.CC
- Total charge: 0

Last column: Löwdin charge in e.
Positions of all 19 atoms, in Å:
C 0.38005 2.29236 -0.66975  -0.2015
C -0.80719 1.51625 -1.13320  -0.1550
H 0.46364 2.24932 0.39198  0.0300
H 1.42445 1.85569 -1.11098  0.1258
H 0.30565 3.32921 -0.92703  0.0496
H -1.65074 2.05662 -0.92159  0.0407
H -0.78377 0.49913 -0.57640  0.0551
H -0.66653 1.44683 -2.16709  0.0525
C 0.49205 -1.80706 0.65497  -0.3528
C 0.81680 -0.62506 1.50470  -0.1460
C -0.78593 -1.87374 -0.16680  -0.1466
H 0.62224 -2.82495 1.28504  0.1409
H 1.28450 -1.71348 -0.17613  0.1157
H -0.16868 -0.31063 2.03719  0.1091
H 1.63042 -0.72100 2.12773  0.0322
H -0.59593 -2.24423 -1.14060  0.0529
H -1.25250 -0.91830 -0.10663  0.0078
H 0.98198 0.32992 0.83348  0.0717
H -1.69051 -2.53689 0.26111  0.1180

Entry from the OMol25 dataset: an isolated ion of composition C9H16N3 and charge +1 in a non-equilibrium geometry (wB97M-V/def2-TZVPD).

- HOMO: -11.69 eV
- LUMO level: -2.5 eV
- SMILES: CC1=CN[C@@]2(C3CC3)[N@@H+]1[C@@]2(C)N
- Total charge: +1

Last column: Löwdin charge in e.
Positions of all 28 atoms, in Å:
C 1.22836 0.81521 -1.33798  -0.1093
C 1.75657 0.12279 -0.34314  -0.2961
C -0.63712 0.24658 -0.20460  -0.2326
C -1.88136 -1.51401 -1.94037  -0.0955
C -1.39436 -2.25476 -0.74077  -0.1392
C -1.75139 -0.82723 -0.56418  -0.1835
C 3.18333 0.06251 0.03099  -0.0053
C -1.12632 0.71046 2.35499  0.0179
C -0.41316 1.06193 1.06441  -0.3233
N 0.63082 -0.21823 0.46755  0.1024
N -0.10230 0.82101 -1.41988  0.0877
N 0.15131 2.27833 1.04846  0.1671
H 1.79045 1.30671 -2.15946  0.1655
H -1.42459 -1.32206 -2.86394  0.0854
H -2.88776 -1.81508 -2.25369  0.1145
H -2.15903 -2.97174 -0.33195  0.1257
H -0.29704 -2.60514 -0.50849  0.1431
H -2.75572 -0.63064 -0.03572  0.1640
H 3.77693 0.92325 0.08325  0.0681
H 2.99478 -0.22154 1.15712  0.1264
H 3.62498 -0.74500 -0.48663  0.0710
H -1.61783 1.55653 2.81926  0.1017
H -0.40083 0.41872 3.13520  0.0993
H -1.59195 -0.26044 2.19779  0.0869
H 0.71020 -1.14421 1.05852  0.2272
H -0.58774 1.14355 -2.22256  0.1546
H 0.55857 2.54171 0.09108  0.1487
H 0.62219 2.52078 1.90476  0.1276

Number 1: E_tot -74035.3200 eV. Number 2: E_tot -33074.1579 eV. Number 3: E_tot -70237.9627 eV. Number 4: E_tot -4083.1519 eV. Number 5: E_tot -5410.1366 eV. Number 6: E_tot -14052.9102 eV.